# 1
Computed, not measured: 7 unconnected molecules or ions with the total composition C30H57O16S6, with the ωB97M-V functional and the def2-TZVPD basis.

Each line ends with the Mulliken charge.
Cartesian coordinates (Å):
C (-0.53, -9.49, 2.24)  -1.3544
C (0.65, -8.73, 1.61)  0.3487
C (1.33, -7.81, 2.60)  0.3692
O (1.89, -8.30, 3.56)  -0.6611
O (1.27, -6.48, 2.42)  -0.2350
C (2.04, -6.02, 1.29)  0.0325
C (1.38, -4.84, 0.63)  -0.7852
C (1.88, -3.47, 1.13)  0.5122
O (2.61, -3.41, 2.14)  -0.7644
O (1.45, -2.51, 0.47)  -0.7131
H (-0.67, -10.40, 1.67)  0.3886
H (-0.24, -9.74, 3.26)  0.3353
H (-1.43, -8.89, 2.23)  0.2490
H (1.40, -9.47, 1.35)  -0.0633
H (0.37, -8.24, 0.68)  0.3854
H (3.07, -5.81, 1.57)  0.2595
H (2.09, -6.82, 0.56)  0.2455
H (1.58, -4.89, -0.44)  0.3194
H (0.30, -4.84, 0.78)  0.1857
C (1.16, 0.63, 1.54)  -0.6435
C (0.53, 1.78, 2.34)  -0.6899
C (-0.37, 2.57, 1.38)  -0.3930
S (-0.91, 1.38, 0.14)  1.3499
O (-0.36, 1.78, -1.14)  -0.7183
O (-2.33, 1.13, 0.31)  -0.7502
C (0.02, 0.00, 0.76)  -0.3458
H (1.64, -0.11, 2.19)  0.3387
H (1.91, 1.01, 0.86)  0.2623
H (-0.07, 1.38, 3.16)  0.2635
H (1.29, 2.43, 2.78)  0.3401
H (-1.25, 2.98, 1.88)  0.4295
H (0.17, 3.36, 0.87)  0.1496
H (0.36, -0.63, -0.06)  0.5865
H (-0.64, -0.58, 1.41)  -0.2207
C (6.59, -9.15, 0.84)  -0.5505
C (6.27, -10.48, 1.53)  -0.6551
C (4.83, -10.86, 1.16)  -0.5222
S (4.52, -10.11, -0.45)  1.0223
O (3.51, -9.11, -0.29)  -0.5047
O (4.42, -11.14, -1.45)  -0.7131
C (6.11, -9.29, -0.60)  -0.7258
H (7.65, -8.91, 0.88)  0.3408
H (6.05, -8.34, 1.34)  0.2852
H (6.96, -11.25, 1.17)  0.2791
H (6.39, -10.42, 2.61)  0.3495
H (4.70, -11.93, 1.08)  0.3992
H (4.11, -10.45, 1.86)  0.2364
H (5.98, -8.34, -1.11)  0.3987
H (6.76, -9.95, -1.17)  0.3455
C (-2.98, 6.01, -2.81)  -0.2062
C (-3.30, 4.51, -2.78)  -0.9094
C (-2.49, 3.88, -1.64)  -0.4609
S (-2.25, 5.18, -0.42)  1.2238
O (-0.84, 5.49, -0.34)  -0.6369
O (-3.02, 4.89, 0.76)  -0.7165
C (-3.07, 6.47, -1.36)  -0.9390
H (-3.67, 6.56, -3.45)  0.2454
H (-1.97, 6.16, -3.19)  0.2731
H (-4.37, 4.37, -2.59)  0.2988
H (-3.07, 4.03, -3.73)  0.4025
H (-3.01, 3.05, -1.17)  0.3362
H (-1.51, 3.55, -1.97)  0.3724
H (-2.57, 7.42, -1.17)  0.4363
H (-4.10, 6.51, -1.02)  0.3517
C (-2.28, -2.56, 3.77)  -0.6291
C (-0.99, -3.28, 4.19)  -0.1385
C (-1.39, -4.70, 4.63)  -0.5678
S (-2.87, -5.11, 3.70)  1.1327
O (-3.97, -5.26, 4.62)  -0.7138
O (-2.56, -6.13, 2.73)  -0.6079
C (-3.02, -3.54, 2.87)  -0.7551
H (-2.06, -1.63, 3.25)  0.2268
H (-2.88, -2.32, 4.65)  0.3391
H (-0.30, -3.34, 3.35)  -0.1618
H (-0.48, -2.76, 5.00)  0.4550
H (-0.61, -5.43, 4.40)  0.2297
H (-1.64, -4.74, 5.69)  0.3597
H (-4.07, -3.30, 2.74)  0.4746
H (-2.53, -3.63, 1.90)  0.3360
C (-5.27, 7.77, -8.36)  -0.5818
C (-4.07, 8.70, -8.58)  -0.5952
C (-3.25, 8.71, -7.28)  -0.7438
S (-3.53, 7.12, -6.50)  1.2620
O (-4.24, 7.33, -5.26)  -0.7104
O (-2.33, 6.34, -6.55)  -0.7233
C (-4.69, 6.51, -7.71)  -0.7558
H (-5.78, 7.54, -9.29)  0.3496
H (-5.99, 8.23, -7.68)  0.2935
H (-3.46, 8.33, -9.40)  0.2963
H (-4.39, 9.71, -8.84)  0.3165
H (-2.19, 8.83, -7.47)  0.3649
H (-3.60, 9.48, -6.59)  0.3704
H (-5.44, 5.89, -7.22)  0.3980
H (-4.13, 5.91, -8.44)  0.3712
C (1.21, 7.52, 1.20)  -0.0861
C (2.61, 8.02, 0.81)  -0.7910
C (2.92, 9.25, 1.69)  -0.6595
S (1.99, 9.02, 3.21)  1.1560
O (0.99, 10.06, 3.30)  -0.6629
O (2.90, 8.76, 4.30)  -0.6768
C (1.19, 7.50, 2.72)  -0.7481
H (1.00, 6.54, 0.78)  0.0816
H (0.45, 8.22, 0.83)  0.2153
H (3.34, 7.24, 1.01)  0.3277
H (2.67, 8.28, -0.24)  0.3580
H (3.97, 9.32, 1.93)  0.3777
H (2.57, 10.17, 1.23)  0.3518
H (0.18, 7.46, 3.14)  0.4219
H (1.78, 6.67, 3.11)  0.3724

Results
Charge: -1
HOMO (eV): -4.991
Multiplicity: 1
Frontier orbital gap (eV): 6.3945



# 2
Computed, not measured: a molecular structure, C30H58AsBrF6IrN4O3PSi3, with the ωB97M-V functional and the def2-TZVPD basis.

Each line ends with the Mulliken charge.
Cartesian coordinates (Å):
Ir (1.22, -0.16, 0.06)  -0.6139
O (6.91, -2.43, 0.20)  -0.4807
C (5.66, -2.06, 0.10)  0.0905
C (4.56, -2.81, 0.55)  -0.1188
C (3.31, -2.27, 0.42)  -0.0425
N (3.04, -1.06, -0.14)  1.3110
C (4.13, -0.37, -0.61)  -0.2922
Br (3.84, 1.21, -1.56)  0.1002
C (5.41, -0.82, -0.51)  -0.6863
H (7.03, -3.30, 0.62)  0.3642
H (4.68, -3.77, 1.02)  0.5508
H (2.46, -2.81, 0.77)  -0.8441
H (6.23, -0.24, -0.91)  0.6091
C (-1.05, -4.45, 1.72)  -0.9593
Si (0.21, -4.56, 0.35)  0.6723
C (1.85, -5.12, 1.02)  -1.0233
C (-0.23, -5.50, -1.19)  -0.9142
As (0.10, -2.22, -0.60)  -0.0805
Si (-2.34, -2.00, -0.85)  0.1598
C (-3.02, -1.66, 0.84)  -0.4922
C (-3.02, -3.61, -1.50)  -1.0197
C (-2.61, -0.64, -2.09)  -0.5744
Si (0.96, -1.90, -2.96)  0.2871
C (0.79, -0.09, -3.43)  -0.7804
C (-0.18, -2.97, -3.95)  -1.0824
C (2.71, -2.53, -3.03)  -1.0041
H (-0.81, -5.22, 2.45)  0.5285
H (-2.07, -4.61, 1.38)  0.3116
H (-1.00, -3.49, 2.23)  0.2030
H (1.69, -6.17, 1.30)  0.5430
H (2.15, -4.60, 1.94)  0.2680
H (2.65, -5.10, 0.29)  0.2854
H (-0.92, -6.32, -0.95)  0.4156
H (0.67, -5.94, -1.62)  0.4055
H (-0.72, -4.90, -1.96)  0.0037
H (-3.36, -2.58, 1.32)  0.6048
H (-3.88, -1.00, 0.75)  0.5649
H (-2.28, -1.19, 1.49)  -0.4140
H (-2.84, -4.47, -0.86)  0.2778
H (-2.69, -3.86, -2.51)  0.3717
H (-4.11, -3.47, -1.55)  0.4405
H (-2.14, 0.29, -1.79)  -0.3913
H (-3.68, -0.48, -2.19)  0.4516
H (-2.24, -0.91, -3.08)  0.4887
H (-0.07, 0.03, -4.09)  0.4155
H (1.68, 0.22, -3.97)  0.5302
H (0.63, 0.61, -2.60)  -0.1416
H (-1.24, -2.81, -3.76)  0.2165
H (0.04, -4.03, -3.86)  0.3840
H (0.00, -2.69, -4.99)  0.5289
H (3.44, -1.73, -2.86)  0.2857
H (2.89, -2.93, -4.03)  0.5738
H (2.90, -3.34, -2.32)  0.2342
O (-0.46, 0.96, -0.09)  0.6067
P (-1.06, 2.41, 0.10)  -2.3249
N (-2.28, 2.82, -0.90)  0.2119
C (-3.69, 2.44, -0.67)  0.1128
C (-4.35, 2.60, -2.05)  -0.5517
C (-3.45, 3.58, -2.78)  -0.8958
C (-2.06, 3.17, -2.32)  -0.0454
N (-1.71, 2.50, 1.58)  1.6614
C (-2.18, 3.79, 2.15)  -0.5075
C (-3.19, 3.38, 3.20)  -0.9072
C (-2.63, 2.06, 3.72)  -0.7109
C (-2.12, 1.38, 2.46)  -0.0295
N (0.10, 3.52, -0.14)  0.6150
C (1.47, 3.26, -0.54)  0.8577
C (1.82, 4.44, -1.43)  -0.7182
C (1.10, 5.61, -0.75)  -0.8846
C (-0.14, 4.99, -0.09)  -0.4962
H (-4.14, 3.11, 0.06)  0.5373
H (-3.77, 1.42, -0.29)  -0.3585
H (-5.38, 2.95, -1.96)  0.4765
H (-4.38, 1.64, -2.57)  0.1252
H (-3.66, 4.60, -2.47)  0.3301
H (-3.56, 3.54, -3.86)  0.4089
H (-1.32, 3.97, -2.41)  0.3312
H (-1.70, 2.30, -2.89)  -0.0916
H (-2.57, 4.45, 1.37)  0.4627
H (-1.33, 4.30, 2.62)  0.2833
H (-4.17, 3.23, 2.75)  0.2662
H (-3.29, 4.14, 3.97)  0.4415
H (-3.38, 1.45, 4.22)  0.4833
H (-1.82, 2.24, 4.43)  0.2664
H (-2.93, 0.83, 1.98)  -0.1329
H (-1.29, 0.69, 2.61)  -0.3353
H (1.50, 2.32, -1.08)  -1.2821
H (2.14, 3.19, 0.33)  0.3417
H (1.44, 4.28, -2.43)  0.3661
H (2.90, 4.60, -1.50)  0.4313
H (0.83, 6.39, -1.46)  0.3536
H (1.74, 6.07, 0.01)  0.3490
H (-1.06, 5.23, -0.62)  0.4426
H (-0.24, 5.32, 0.94)  0.2577
C (1.21, 1.45, 3.89)  -1.7626
C (1.81, 0.31, 3.06)  1.5844
O (1.52, 0.61, 1.71)  0.6645
C (3.36, 0.37, 3.20)  0.2615
F (3.81, 1.51, 2.68)  -0.2563
F (3.73, 0.30, 4.47)  -0.2459
F (3.95, -0.63, 2.53)  -0.0390
C (1.22, -1.04, 3.52)  0.1510
F (1.68, -2.06, 2.77)  -0.2210
F (1.52, -1.27, 4.78)  -0.2540
F (-0.11, -1.03, 3.38)  -0.2938
H (1.67, 2.39, 3.59)  0.4779
H (1.41, 1.28, 4.95)  0.5637
H (0.14, 1.50, 3.72)  0.0995

Results
Charge: +3
HOMO (spin up / spin down) (eV): -16.110 / -16.101
Multiplicity: 2
⟨S²⟩: 0.768
Frontier orbital gap (spin up / spin down) (eV): 5.1357 / 5.0164



# 3
Computed, not measured: 12 unconnected molecules or ions with the total composition C30H58BBr22ClN2O3P2, with the ωB97M-V functional and the def2-TZVPD basis.

Each line ends with the Mulliken charge.
Cartesian coordinates (Å):
C (1.37, -3.31, -1.57)  -0.7264
O (0.18, -2.51, -1.55)  -0.1337
B (-0.92, -3.04, -0.92)  1.1252
O (-1.84, -3.79, -1.60)  -0.9295
C (-1.12, -2.74, 0.68)  0.8477
C (-0.05, -3.52, 1.32)  -1.2441
N (0.78, -4.12, 1.81)  -0.4350
P (-2.73, -3.65, 1.26)  0.4532
C (-2.31, -4.19, 2.95)  -1.2339
O (-3.76, -2.39, 1.53)  -0.4362
C (-0.97, -1.23, 1.05)  1.3666
Cl (0.78, -0.70, 0.97)  -0.0937
C (-1.33, -1.00, 2.46)  -0.3712
N (-1.64, -0.82, 3.55)  -0.5940
P (-2.12, -0.14, 0.00)  0.2143
C (-1.16, 0.21, -1.52)  -0.7563
C (-1.94, 1.45, 0.89)  0.1624
H (2.10, -2.88, -0.89)  0.1982
H (1.17, -4.35, -1.29)  0.3537
H (1.77, -3.30, -2.59)  0.1873
H (-1.91, -4.73, -1.41)  0.1043
H (-1.88, -3.42, 3.60)  0.3409
H (-1.63, -5.05, 2.90)  0.2785
H (-3.26, -4.51, 3.40)  0.4444
H (-4.65, -2.75, 1.51)  0.3218
H (-1.51, -0.49, -2.28)  0.2978
H (-1.33, 1.24, -1.84)  0.3485
H (-0.09, 0.02, -1.37)  0.0753
H (-2.05, 1.33, 1.97)  -0.7764
H (-0.94, 1.87, 0.71)  0.3407
H (-2.67, 2.16, 0.49)  0.1733
Br (-2.57, -7.29, -0.28)  -0.1199
C (-4.43, -7.80, -0.52)  -0.5346
C (-5.18, -6.84, -1.40)  -0.5099
Br (-5.59, -5.19, -0.46)  -0.1346
H (-4.86, -7.88, 0.47)  0.3457
H (-4.40, -8.79, -0.98)  0.2010
H (-6.14, -7.26, -1.70)  0.3763
H (-4.61, -6.56, -2.28)  0.4113
Br (-1.48, 5.10, 1.73)  -0.1121
C (-1.29, 5.84, -0.06)  -0.1955
C (-2.58, 5.78, -0.84)  -0.5739
Br (-2.97, 3.98, -1.45)  -0.1468
H (-0.49, 5.29, -0.54)  0.3490
H (-0.99, 6.88, 0.06)  -0.0612
H (-2.49, 6.39, -1.74)  0.3474
H (-3.43, 6.11, -0.26)  0.4090
Br (2.21, -7.01, 7.07)  -0.1668
C (2.73, -6.19, 5.38)  -0.6763
C (1.56, -6.00, 4.46)  -0.4299
Br (0.98, -7.68, 3.66)  -0.1526
H (3.49, -6.84, 4.96)  0.3894
H (3.16, -5.23, 5.64)  0.3916
H (1.83, -5.36, 3.62)  0.3072
H (0.69, -5.59, 4.97)  0.4035
Br (4.89, -10.18, 6.22)  -0.1236
C (6.02, -9.60, 7.69)  -0.5945
C (5.75, -8.17, 8.08)  -0.3318
Br (6.48, -6.91, 6.79)  -0.1323
H (7.05, -9.75, 7.37)  0.3698
H (5.80, -10.27, 8.52)  0.3471
H (6.23, -7.94, 9.03)  0.3463
H (4.68, -7.96, 8.14)  0.0956
Br (2.32, 7.35, -1.53)  -0.1124
C (2.08, 9.25, -1.21)  -0.0568
C (0.82, 9.52, -0.43)  -0.6126
Br (-0.76, 9.33, -1.54)  -0.1712
H (2.07, 9.74, -2.18)  -0.1407
H (2.95, 9.57, -0.64)  0.2462
H (0.80, 10.55, -0.06)  0.4089
H (0.70, 8.84, 0.41)  0.4458
Br (5.19, 10.55, -1.88)  -0.1028
C (6.61, 9.22, -1.94)  -0.5369
C (6.17, 7.94, -1.27)  -0.3881
Br (6.08, 8.10, 0.66)  -0.1159
H (7.48, 9.67, -1.47)  0.3525
H (6.81, 9.03, -2.99)  0.3554
H (6.87, 7.14, -1.48)  0.3901
H (5.17, 7.65, -1.58)  0.0410
Br (0.83, -0.22, -6.73)  -0.1651
C (2.38, -1.00, -5.86)  -0.6488
C (2.14, -1.23, -4.39)  -0.3916
Br (2.20, 0.43, -3.37)  -0.1113
H (3.21, -0.33, -6.04)  0.3910
H (2.56, -1.95, -6.36)  0.3921
H (2.93, -1.86, -3.98)  0.3643
H (1.17, -1.67, -4.19)  0.1819
Br (-5.72, 2.51, 5.63)  -0.1774
C (-4.54, 1.93, 4.20)  -0.5342
C (-3.12, 1.72, 4.67)  0.3629
Br (-2.20, 3.41, 4.97)  -0.1521
H (-4.60, 2.68, 3.42)  0.3764
H (-4.95, 0.99, 3.83)  0.3415
H (-2.55, 1.19, 3.91)  -0.7323
H (-3.07, 1.17, 5.61)  0.4636
Br (0.14, 6.29, -7.34)  -0.1484
C (1.48, 4.90, -7.08)  -0.5759
C (0.88, 3.62, -6.57)  -0.5335
Br (0.40, 3.73, -4.70)  -0.0546
H (2.21, 5.31, -6.39)  0.3629
H (1.94, 4.75, -8.05)  0.3830
H (1.61, 2.81, -6.64)  0.1742
H (-0.02, 3.34, -7.11)  0.3807
Br (-7.36, -9.37, 0.73)  -0.1331
C (-6.39, -11.02, 0.38)  -0.5258
C (-5.83, -11.61, 1.65)  -0.5778
Br (-4.28, -10.61, 2.26)  -0.1208
H (-5.60, -10.78, -0.33)  0.2723
H (-7.11, -11.69, -0.08)  0.3808
H (-5.48, -12.62, 1.47)  0.3492
H (-6.55, -11.61, 2.46)  0.3735
Br (1.01, 10.19, -4.69)  -0.0951
C (1.64, 11.99, -5.09)  -0.5672
C (2.86, 12.34, -4.28)  -0.5904
Br (2.40, 12.69, -2.42)  -0.1372
H (0.81, 12.66, -4.89)  0.3749
H (1.88, 12.00, -6.15)  0.3504
H (3.33, 13.25, -4.65)  0.3939
H (3.59, 11.53, -4.26)  0.3027

Results
HOMO (eV): -8.550
Multiplicity: 1
Frontier orbital gap (eV): 8.8229
SMILES string: COB(O)[C@](C#N)(P(C)O)[C@](Cl)(C#N)P(C)C.BrCCBr.BrCCBr.BrCCBr.BrCCBr.BrCCBr.BrCCBr.BrCCBr.BrCCBr.BrCCBr.BrCCBr.BrCCBr



# 4
Computed, not measured: a molecular structure, C30H58ClNP2Si2W, with the ωB97M-V functional and the def2-TZVPD basis.

Each line ends with the Mulliken charge.
Cartesian coordinates (Å):
W (-0.30, 0.38, -0.08)  0.5271
C (-1.12, 2.36, 0.38)  -1.2634
C (0.22, 2.23, 0.88)  -0.5882
C (1.05, 2.05, -0.30)  0.2330
Si (0.74, 2.36, 2.68)  -0.0379
C (0.21, 1.96, -1.45)  0.2069
C (-1.18, 2.08, -1.02)  -0.6212
Si (-2.75, 1.82, -2.03)  0.0386
H (-1.94, 2.76, 0.96)  1.3949
H (2.13, 2.05, -0.30)  0.6156
H (0.54, 1.89, -2.47)  0.7953
Cl (3.40, -2.34, -2.07)  -0.2468
C (-4.32, 2.31, -1.15)  -1.4555
C (-2.66, 2.80, -3.61)  -1.1552
C (-0.67, 2.78, 3.84)  -1.3389
C (2.04, 3.69, 2.85)  -1.1540
H (-2.18, 3.76, -3.40)  0.3932
H (-3.69, 2.99, -3.94)  0.3732
H (-2.12, 2.31, -4.43)  0.2938
H (-4.76, 1.48, -0.58)  0.3343
H (-5.03, 2.61, -1.93)  0.4682
H (-4.17, 3.18, -0.48)  0.4123
H (1.82, 4.48, 2.12)  0.3878
H (3.06, 3.34, 2.70)  0.2876
H (1.95, 4.12, 3.86)  0.3750
H (-1.31, 3.57, 3.43)  0.3855
H (-0.20, 3.16, 4.76)  0.4974
H (-1.28, 1.91, 4.10)  0.2887
C (-2.84, -0.05, -2.34)  -1.3865
C (1.37, 0.64, 3.20)  -1.5294
P (-1.16, -0.78, -2.40)  0.4980
H (-3.40, -0.23, -3.27)  0.7720
H (-3.39, -0.53, -1.52)  0.5567
P (2.17, -0.27, 1.83)  0.5675
H (0.51, 0.05, 3.52)  0.4372
H (2.04, 0.76, 4.06)  0.9002
C (3.01, -1.76, 2.64)  1.0088
C (3.74, 0.79, 1.57)  0.7986
C (-0.55, -0.07, -4.07)  0.7541
C (-1.38, -2.56, -2.96)  0.8923
C (-0.65, -3.61, -2.12)  -1.5081
H (-0.92, -2.57, -3.96)  0.3642
C (-2.85, -2.95, -3.11)  -1.5624
H (-3.39, -2.89, -2.15)  0.3049
H (-2.90, -4.00, -3.45)  0.4622
H (-3.38, -2.34, -3.85)  0.2837
H (0.42, -3.41, -1.99)  0.1713
H (-0.74, -4.58, -2.63)  0.5492
H (-1.13, -3.72, -1.14)  0.2966
H (-0.53, 1.02, -3.89)  -0.0737
C (-1.49, -0.35, -5.25)  -1.7192
C (0.87, -0.52, -4.42)  -1.2601
H (-2.50, 0.05, -5.12)  0.3410
H (-1.57, -1.43, -5.46)  0.3310
H (-1.06, 0.12, -6.14)  0.4789
H (1.64, -0.08, -3.78)  0.1019
H (1.10, -0.20, -5.45)  0.5361
H (0.98, -1.61, -4.40)  0.2036
H (3.34, 1.76, 1.24)  -0.0366
C (4.61, 0.21, 0.45)  -1.2224
C (4.56, 1.01, 2.85)  -1.7997
H (4.00, 1.50, 3.65)  0.3481
H (5.41, 1.66, 2.60)  0.4833
H (4.98, 0.07, 3.23)  0.3404
H (4.20, 0.40, -0.54)  0.1484
H (4.77, -0.87, 0.55)  0.1451
H (5.60, 0.69, 0.49)  0.5151
C (2.74, -3.09, 1.94)  -1.5799
C (2.72, -1.87, 4.14)  -1.5599
H (4.08, -1.54, 2.51)  0.4201
H (1.65, -1.96, 4.35)  0.2678
H (3.12, -1.02, 4.71)  0.2922
H (3.21, -2.77, 4.52)  0.4387
H (1.76, -3.51, 2.23)  0.4502
H (3.49, -3.82, 2.27)  0.5066
H (2.80, -3.04, 0.85)  0.1336
C (2.05, -1.18, -1.38)  2.1682
H (2.12, -1.31, -0.29)  -1.4764
H (2.32, -0.18, -1.73)  0.0633
H (1.12, -1.58, -1.83)  -1.3560
C (-0.40, -2.16, 0.86)  -0.8647
C (-1.55, -1.50, 1.49)  0.6993
C (-2.49, -2.00, 2.39)  -1.1454
C (-3.33, -0.95, 2.74)  -1.0527
C (-2.90, 0.19, 2.05)  0.3422
C (-3.53, 1.51, 2.19)  -0.9863
N (-1.79, -0.16, 1.27)  1.3144
H (-0.06, -1.67, -0.11)  -0.2804
H (-0.68, -3.19, 0.60)  0.6656
H (0.45, -2.22, 1.56)  -0.5610
H (-2.51, -3.04, 2.72)  0.5168
H (-4.18, -0.96, 3.42)  0.4537
H (-4.46, 1.38, 2.75)  0.4903
H (-2.92, 2.21, 2.77)  -0.0504
H (-3.81, 1.95, 1.22)  -0.2498

Results
HOMO (spin up / spin down) (eV): -5.904 / -5.650
Multiplicity: 3
⟨S²⟩: 2.015
Frontier orbital gap (spin up / spin down) (eV): 6.5036 / 5.8897



no.,energy (hartree)
1,-4770.30077
2,-8345.09042
3,-59309.28682
4,-3021.55268